Molecular formula: C3H5FN2
Method: DFT, the ωB97M-V functional and the def2-TZVPD basis

Values from the calculation:
Energy relative to the best compared isomer or geometry (same formula, charge and spin) in kcal/mol: 124.6
Molar mass in g/mol: 88.085
Net charge: 0
Kohn-Sham gap in eV: 8.69
Calculated total energy in Eh: -326.4716
E_HOMO in eV: -8.248

Each line ends with the natural charge from an NBO analysis.
Atoms and positions in Å:
C 0.2049 -0.1431 -0.5111  -0.046
C -1.2674 -0.5617 -0.3498  0.380
C -2.0686 0.6179 0.0818  -0.482
H 2.3189 0.8621 0.0460  0.347
H 3.2935 -0.7461 0.7610  0.437
H 0.2554 0.9221 -0.6508  0.158
H -1.6987 1.5718 -0.2871  0.204
H -3.1431 0.5373 1.0431  0.236
N 2.4121 -0.3115 0.1175  -0.734
N 1.1621 -0.9375 -0.2510  -0.201
F -1.4690 -1.8113 0.0004  -0.297